Version i
The following is a quantum chemistry calculation of an isolated molecule of C4H5NO2, from the Open Molecules 2025 dataset.

Values from the calculation:
E_HOMO in eV: -9.349
Kohn-Sham gap in eV: 9.825
Total charge: 0

Each line ends with the Löwdin charge.
CARTESIAN COORDINATES (ANGSTROEM)
C1 -1.8600 0.2358 0.2285  -0.05
C2 -0.4775 -0.2132 -0.1896  -0.44
C3 0.0625 -1.5858 0.0097  0.07
O1 1.3898 -1.3527 0.0056  0.04
C4 1.6161 0.0126 0.0266  -0.49
O2 2.8961 0.3294 0.1160  0.16
N1 0.5953 0.7562 -0.0499  0.17
H1 -1.9046 0.4791 1.2932  0.08
H2 -2.1388 1.1319 -0.3349  0.08
H3 -2.5819 -0.5557 0.0144  0.08
H4 -0.5397 -0.5343 -1.2696  0.17
H5 2.9427 1.2969 0.1498  0.14

=====

Version ii
The following is a quantum chemistry calculation of an isolated molecule of C4H5NO2, from the Open Molecules 2025 dataset.

Values from the calculation:
E_HOMO in eV: -9.509
Kohn-Sham gap in eV: 9.636
Total charge: 0

Each line ends with the Löwdin charge.
CARTESIAN COORDINATES (ANGSTROEM)
O1 2.3271 0.3405 -0.6784  0.09
C1 1.2340 -0.1503 -0.7183  -0.22
C2 0.3697 -0.0890 0.5602  -0.19
C3 -0.5023 1.2325 0.0398  -0.04
N1 -1.0465 0.3944 0.9755  0.07
C4 -0.9504 -1.0983 0.3397  -0.38
O2 -1.2011 -1.4056 -0.8215  -0.02
H1 0.7847 -0.6440 -1.5938  0.14
H2 1.0011 -0.1114 1.4352  0.15
H3 -0.8273 1.0664 -0.9930  0.13
H4 -0.0487 2.2075 0.2453  0.14
H5 -1.1403 -1.7426 1.2093  0.14

=====

Version iii
The following is a quantum chemistry calculation of a structure of composition C4H5NO2, from the Open Molecules 2025 dataset.

Values from the calculation:
E_HOMO in eV: -9.341
Kohn-Sham gap in eV: 9.688
Total charge: 0

Each line ends with the Löwdin charge.
CARTESIAN COORDINATES (ANGSTROEM)
O1 -1.0289 2.4264 0.0148  0.14
C1 -0.3995 1.4084 0.0358  -0.44
C2 -0.9931 0.0055 0.1792  -0.08
C3 -0.1714 -1.0733 -0.5219  -0.22
N1 1.2087 -0.8793 -0.2612  0.05
C4 1.6582 0.2650 0.0459  -0.18
O2 0.9711 1.4661 0.0244  0.07
H1 -0.9316 -0.2063 1.2588  0.13
H2 -2.0380 0.0607 -0.1150  0.12
H3 -0.5318 -1.9159 -1.1307  0.08
H4 -0.5741 -2.2909 -0.0329  0.19
H5 2.6950 0.4392 0.3437  0.14

=====

Version iv
The following is a quantum chemistry calculation of an isolated molecule of C4H5NO2, from the Open Molecules 2025 dataset.

Values from the calculation:
E_HOMO in eV: -9.724
Kohn-Sham gap in eV: 9.675
SMILES: O=CC(=O)N1CC1
Total charge: 0

Each line ends with the Löwdin charge.
CARTESIAN COORDINATES (ANGSTROEM)
O1 -2.2397 -0.4468 -0.6498  0.07
C1 -1.7316 0.6038 -0.3330  -0.16
C2 -0.6767 0.7108 0.7796  -0.40
O2 -0.9645 1.4982 1.6514  0.13
N1 0.4913 -0.0718 0.8311  -0.01
C3 1.4417 0.0630 -0.2859  -0.10
C4 0.8085 -1.2389 -0.0048  -0.10
H1 -2.1105 1.5789 -0.7070  0.13
H2 2.4292 0.3412 0.0632  0.11
H3 1.0998 0.5795 -1.1890  0.12
H4 0.1018 -1.6395 -0.7387  0.11
H5 1.3506 -1.9785 0.5831  0.11

=====

Most stable one: version iv, least stable one: version ii.

=====

Version i
The following is a quantum chemistry calculation of an isolated molecule of C4H5NO2, from the Open Molecules 2025 dataset.

Values from the calculation:
E_HOMO in eV: -9.800
Kohn-Sham gap in eV: 9.797
SMILES: O=[N+]([O-])[C@]12C[C@H]1C2
Total charge: 0

Each line ends with the Löwdin charge.
CARTESIAN COORDINATES (ANGSTROEM)
O1 2.9753 -1.1080 -0.0692  0.08
N1 2.4514 -0.0052 -0.0116  -0.36
O2 2.9818 1.0947 -0.0257  0.08
C1 1.0213 -0.0133 -0.0106  -0.20
C2 -0.0010 1.1419 -0.1965  -0.02
C3 -0.4456 -0.0173 0.6250  -0.04
C4 0.0338 -1.1092 -0.2808  -0.05
H1 -0.4305 1.1838 -1.1648  0.10
H2 0.1086 2.0513 0.3095  0.10
H3 -0.7114 -0.1072 1.6311  0.11
H4 0.0136 -2.1018 0.0860  0.10
H5 -0.4680 -1.0573 -1.2315  0.10

=====

Version ii
The following is a quantum chemistry calculation of an isolated molecule of C4H5NO2, from the Open Molecules 2025 dataset.

Values from the calculation:
E_HOMO in eV: -9.528
Kohn-Sham gap in eV: 10.414
SMILES: N[C@]12C[C@H]1OC2=O
Total charge: 0

Each line ends with the Löwdin charge.
CARTESIAN COORDINATES (ANGSTROEM)
N1 0.4383 1.3264 0.9827  0.11
C1 0.1144 0.2594 0.1215  -0.38
C2 -1.2312 0.1120 -0.5894  0.00
C3 -0.7032 -0.9316 0.3070  -0.01
O1 0.4121 -1.8296 -0.6599  0.08
C4 1.1339 -0.7142 -0.6185  -0.49
O2 2.2627 -0.4907 -0.9522  0.13
H1 0.8701 2.0593 0.4423  0.09
H2 1.1135 1.0756 1.6906  0.09
H3 -2.0480 0.7082 -0.1845  0.12
H4 -1.2647 -0.0593 -1.6617  0.12
H5 -1.0980 -1.5157 1.1221  0.15

=====

Version iii
The following is a quantum chemistry calculation of an isolated molecule of C4H5NO2, from the Open Molecules 2025 dataset.

Values from the calculation:
E_HOMO in eV: -8.587
Kohn-Sham gap in eV: 9.300
SMILES: Cc1coc(=O)[nH]1
Total charge: 0

Each line ends with the Löwdin charge.
CARTESIAN COORDINATES (ANGSTROEM)
C1 1.2978 -1.1794 -0.1715  -0.02
C2 0.1502 -0.2483 0.0554  -0.29
C3 -0.5030 0.0085 1.1901  -0.06
O1 -1.5283 0.9011 0.9771  0.08
C4 -1.3170 1.4460 -0.2503  -0.52
O2 -1.7657 2.5139 -0.5684  0.12
N1 -0.4254 0.5944 -0.9086  0.16
H1 0.9411 -2.2100 -0.2494  0.08
H2 1.8724 -0.9455 -1.0716  0.08
H3 1.9761 -1.1317 0.6850  0.09
H4 -0.2864 -0.1757 2.2259  0.13
H5 -0.4040 0.4450 -1.9070  0.16

=====

Most stable one: version iii, least stable one: version i.

=====

Version i
The following is a quantum chemistry calculation of an isolated molecule of C4H5NO2, from the Open Molecules 2025 dataset.

Values from the calculation:
E_HOMO in eV: -8.424
Kohn-Sham gap in eV: 8.640
Total charge: 0

Each line ends with the Löwdin charge.
CARTESIAN COORDINATES (ANGSTROEM)
C1 -0.2051 -1.1154 0.0719  0.00
C2 0.2371 0.1520 0.1956  -0.39
C3 2.4860 -0.2284 -0.1860  -0.33
C4 -1.1041 0.8589 0.0523  -0.10
N1 -1.7175 -0.5295 0.1298  0.02
O1 3.6530 -0.0664 -0.0263  0.10
O2 1.5173 0.6706 0.1925  0.03
H1 2.1536 -1.2304 -0.5576  0.14
H2 -1.4126 1.5257 0.8572  0.10
H3 -1.3641 1.2879 -1.0721  0.17
H4 -2.2125 -0.7028 -0.7205  0.13
H5 -2.0311 -0.6223 1.0633  0.12

=====

Version ii
The following is a quantum chemistry calculation of a structure of composition C4H5NO2, from the Open Molecules 2025 dataset.

Values from the calculation:
E_HOMO in eV: -8.678
Kohn-Sham gap in eV: 9.457
Total charge: 0

Each line ends with the Löwdin charge.
CARTESIAN COORDINATES (ANGSTROEM)
C1 0.4462 -1.3064 -0.1589  0.11
C2 1.2266 -0.1814 0.2968  -0.61
C3 -1.0117 -0.8816 -0.1377  -0.21
C4 -1.0631 0.6216 0.0567  -0.12
N1 0.4411 0.9826 -0.0170  0.04
O1 0.9345 0.1777 -1.0315  0.02
O2 2.4298 -0.0025 0.7627  0.13
H1 -1.4437 -1.1102 -1.1739  0.13
H2 -1.4595 -1.5791 0.5052  0.09
H3 -1.6017 1.2024 -0.7085  0.10
H4 -1.5904 1.1241 0.9848  0.14
H5 2.6918 0.9528 0.6212  0.16

=====

Most stable one: version i, least stable one: version ii.

=====

Version i
The following is a quantum chemistry calculation of an isolated molecule of C4H5NO2, from the Open Molecules 2025 dataset.

Values from the calculation:
E_HOMO in eV: -8.464
Kohn-Sham gap in eV: 9.217
SMILES: Cc1coc(=O)[nH]1
Total charge: 0

Each line ends with the Löwdin charge.
CARTESIAN COORDINATES (ANGSTROEM)
C1 0.2754 -1.5982 -0.6682  -0.02
C2 0.0320 -0.2546 -0.0768  -0.33
C3 -0.8320 0.0388 0.9057  -0.06
O1 -1.1869 1.4012 0.8701  0.07
C4 0.0182 1.8822 0.5246  -0.50
O2 0.5595 2.7964 1.0668  0.16
N1 0.5909 0.9515 -0.4843  0.15
H1 -0.5743 -1.8380 -1.3175  0.09
H2 1.1956 -1.6814 -1.2498  0.08
H3 0.2897 -2.3325 0.1393  0.09
H4 -1.2187 -0.5035 1.7434  0.12
H5 0.8507 1.1380 -1.4534  0.15

=====

Version ii
The following is a quantum chemistry calculation of a structure of composition C4H5NO2, from the Open Molecules 2025 dataset.

Values from the calculation:
E_HOMO in eV: -9.606
Kohn-Sham gap in eV: 10.509
Total charge: 0

Each line ends with the Löwdin charge.
CARTESIAN COORDINATES (ANGSTROEM)
N1 0.4342 1.2666 1.0347  0.11
C1 0.1638 0.2354 0.1070  -0.35
C2 -1.1644 0.0922 -0.6232  0.01
C3 -0.6634 -1.0233 0.2079  -0.17
O1 0.3071 -1.7813 -0.5501  0.07
C4 1.1586 -0.6912 -0.5524  -0.40
O2 2.3063 -0.6615 -0.8727  0.16
H1 0.4002 2.1808 0.5986  0.09
H2 1.3589 1.1462 1.4363  0.09
H3 -1.9713 0.6696 -0.1785  0.12
H4 -1.1919 -0.0018 -1.7061  0.12
H5 -1.1301 -1.4907 1.0642  0.16

=====

Version iii
The following is a quantum chemistry calculation of an isolated molecule of C4H5NO2, from the Open Molecules 2025 dataset.

Values from the calculation:
E_HOMO in eV: -9.937
Kohn-Sham gap in eV: 10.666
SMILES: O=C1OC[C@H]2CN12
Total charge: 0

Each line ends with the Löwdin charge.
CARTESIAN COORDINATES (ANGSTROEM)
O1 -2.7272 -0.2090 -0.1975  0.09
C1 -1.4772 0.0074 -0.0885  -0.39
O2 -0.8211 1.0389 0.5826  -0.05
C2 0.4932 1.2127 -0.2212  -0.05
C3 0.7403 -0.2259 -0.5326  -0.29
C4 0.3650 -1.1139 0.6946  -0.03
N1 -0.4126 -0.8951 -0.4677  -0.03
H1 1.2661 1.8272 0.5366  0.19
H2 0.1188 1.8252 -1.1397  0.15
H3 1.4403 -0.6195 -1.3218  0.17
H4 0.8766 -2.1187 0.5136  0.14
H5 0.1377 -0.7292 1.6417  0.11

=====

Most stable one: version i, least stable one: version iii.

=====

Version i
The following is a quantum chemistry calculation of an isolated molecule of C3H6S3, from the Open Molecules 2025 dataset.

Values from the calculation:
E_HOMO in eV: -8.899
Kohn-Sham gap in eV: 8.305
SMILES: S=C(CS)CS
Total charge: 0

Each line ends with the Löwdin charge.
CARTESIAN COORDINATES (ANGSTROEM)
S1 -0.3829 -0.2962 -2.2836  0.78
C1 0.0123 -0.3043 -0.7488  -1.00
C2 -0.6123 -1.0998 0.3314  -0.52
S2 -1.5277 -0.0179 1.5786  0.71
C3 1.3414 0.2979 -0.2536  -0.58
S3 1.0623 2.1200 -0.4071  0.64
H1 0.1361 -1.6056 0.9263  0.08
H2 -1.2907 -1.7906 -0.0686  0.04
H3 -2.3757 0.6369 0.8228  -0.16
H4 1.6649 0.0499 0.7036  0.04
H5 2.1934 0.0964 -0.9056  0.07
H6 -0.2209 1.9133 0.3046  -0.09

=====

Version ii
The following is a quantum chemistry calculation of a cluster of 2 separate species, C3H6S3 in total, from the Open Molecules 2025 dataset.

Values from the calculation:
E_HOMO in eV: -8.627
Kohn-Sham gap in eV: 9.008
Total charge: 0

Each line ends with the Löwdin charge.
CARTESIAN COORDINATES (ANGSTROEM)
C1 0.6296 -0.4684 0.0053  -0.36
C2 1.5492 0.4231 0.4953  -0.62
C3 -0.7948 -0.3695 0.3603  -0.97
S1 3.2206 0.4998 0.0088  0.68
S2 -1.7765 -1.6559 -0.4747  0.65
S3 -1.6286 1.3831 0.1368  0.63
H1 1.1278 -1.0858 -0.8243  0.10
H2 1.3413 1.5389 1.5863  0.22
H3 -1.0632 -0.4958 1.3213  -0.01
H4 2.9552 -0.3396 -1.1407  -0.07
H5 -1.4315 -1.3337 -1.8269  -0.07
H6 -2.3232 1.2985 1.2492  -0.18

=====

Most stable one: version i, least stable one: version ii.

=====

Version i
The following is a quantum chemistry calculation of an isolated molecule of C5H6ClN, from the Open Molecules 2025 dataset.

Values from the calculation:
E_HOMO in eV: -7.023
Kohn-Sham gap in eV: 7.888
SMILES: Cc1cc[nH]c1Cl
Total charge: 0

Each line ends with the Löwdin charge.
CARTESIAN COORDINATES (ANGSTROEM)
C1 -0.7740 -1.7862 0.3836  -0.13
C2 -0.1408 -0.5043 0.3480  -0.17
C3 0.7865 0.2423 1.0172  -0.13
C4 1.1328 1.3835 0.3460  -0.15
N1 0.3241 1.5759 -0.7709  -0.05
C5 -0.5249 0.5828 -1.0596  -0.65
Cl1 -1.4010 0.5071 -2.4816  0.68
H1 -1.6188 -1.8985 0.9431  0.02
H2 -1.3042 -2.0206 -0.6424  0.10
H3 -0.0811 -2.7228 0.6850  0.13
H4 1.3087 0.0900 1.9077  0.09
H5 1.9693 2.0913 0.5783  0.12
H6 0.3234 2.4595 -1.2545  0.14

=====

Version ii
The following is a quantum chemistry calculation of an isolated molecule of C5H6ClN, from the Open Molecules 2025 dataset.

Values from the calculation:
E_HOMO in eV: -9.404
Kohn-Sham gap in eV: 10.098
SMILES: Cl[C@@H]1C=C[C@@H]2N[C@H]12
Total charge: 0

Each line ends with the Löwdin charge.
CARTESIAN COORDINATES (ANGSTROEM)
Cl1 -1.9807 -0.1737 -0.2710  0.48
C1 -0.4249 0.1642 0.8088  -0.52
C2 0.1561 1.4342 0.2128  -0.15
C3 1.3711 1.2810 -0.4050  0.02
C4 1.8512 -0.2159 0.0637  -0.20
N1 0.9362 -1.1604 -0.6970  0.04
C5 0.6762 -0.7928 0.6948  -0.37
H1 -1.0246 0.3023 1.6714  0.06
H2 -0.5601 2.2600 -0.0234  0.10
H3 1.9703 1.8749 -1.2233  0.13
H4 2.8381 -0.7351 0.4225  0.16
H5 1.2308 -2.0625 -0.9398  0.07
H6 0.8862 -1.7879 1.3284  0.19

=====

Most stable one: version i, least stable one: version ii.